{
  "formula": "H4N4O",
  "method": "the ωB97M-V functional and the def2-TZVPD basis",
  "total_charge": 0,
  "e_homo_ev": -8.6,
  "orbital_gap_ev": 9.025,
  "total_energy_ha": -296.4789,
  "e_above_lowest_kj_mol": 123.4,
  "molar_mass_da": 76.06,
  "symbols": ["N", "N", "N", "N", "O", "H", "H", "H", "H"],
  "xyz": [[0.553889, 1.535233, -0.066082], [0.164729, 0.462613, 0.769857], [-0.144244, -0.745707, 0.229440], [-1.060007, -1.129362, -1.006429], [-1.144590, -2.287153, -1.171574], [1.546554, 1.640678, 0.079257], [0.487851, 1.471867, -1.070113], [-0.612556, 0.687262, 1.490263], [0.208376, -1.635433, 0.745381]],
  "forces_ev_per_a": [[0.8, 0.6, 0.8], [-2.5, 0.1, 1.4], [0.0, -4.2, -1.6], [1.0, 1.3, 1.9], [0.5, 0.5, 0.6], [0.3, 0.1, 0.2], [-1.0, -0.8, -0.1], [1.6, 0.5, -2.1], [-0.6, 1.9, -1.3]],
  "mulliken_charge": [-0.501, -0.207, -0.123, 0.201, -0.338, 0.233, 0.259, 0.247, 0.229]
}